# 1
Computed, not measured: a structure of composition C53H49InN7O13PS in a non-equilibrium geometry, with ωB97M-V/def2-TZVPD.

Energy relative to the best compared isomer or geometry (same formula, charge and spin), kcal/mol: 36.1
Electronic energy, Eh: -4340.14321
Lowest unoccupied orbital energy, eV: 3.718
Charge: -2

CARTESIAN COORDINATES (ANGSTROEM)
In 0.735 -0.437 0.197
C 4.510 -1.505 2.617
O 4.996 -2.288 1.531
C 4.795 -1.853 0.235
C 5.681 -2.358 -0.688
C 5.600 -2.015 -2.042
C 4.661 -1.097 -2.437
C 3.723 -0.586 -1.527
C 2.873 0.493 -1.948
N 1.820 0.868 -1.334
N 1.263 2.115 -1.690
C 1.503 3.039 -0.703
O 2.258 2.790 0.227
C 0.986 4.431 -0.855
C 1.332 5.191 -1.966
C 0.981 6.530 -2.022
C 0.277 7.107 -0.976
C -0.067 6.347 0.135
C 0.315 5.020 0.212
C 3.705 -1.015 -0.166
O 2.831 -0.634 0.700
H 4.978 -1.932 3.506
H 3.427 -1.545 2.705
H 4.810 -0.459 2.517
H 6.441 -3.046 -0.338
H 6.294 -2.450 -2.749
H 4.604 -0.780 -3.472
H 3.216 1.072 -2.807
H 1.862 4.716 -2.782
H 1.248 7.119 -2.890
H -0.002 8.152 -1.025
H -0.638 6.789 0.942
H 0.067 4.415 1.074
C 2.925 2.435 3.019
N 1.814 2.093 3.886
C 1.564 3.010 4.977
C 0.756 2.329 6.067
C -0.485 1.744 5.416
N -0.084 0.826 4.374
C -1.052 -0.190 4.003
C 0.912 1.139 3.484
O 1.063 0.505 2.444
H 3.868 2.317 3.565
H 2.841 3.463 2.661
H 2.909 1.782 2.155
H 1.030 3.902 4.618
H 2.531 3.342 5.363
H 0.492 3.038 6.854
H 1.340 1.517 6.505
H -1.114 2.550 5.013
H -1.081 1.189 6.143
H -1.302 -0.776 4.891
H -0.626 -0.842 3.246
H -1.962 0.257 3.601
N -0.655 -1.103 -1.160
P -2.189 -0.829 -1.101
C -3.193 -0.829 0.440
C -3.828 0.262 1.029
C -4.569 0.087 2.191
C -4.677 -1.164 2.782
C -4.012 -2.244 2.222
C -3.274 -2.078 1.060
C -3.008 0.274 -2.339
C -2.420 0.259 -3.603
C -2.974 0.972 -4.651
C -4.165 1.661 -4.463
C -4.795 1.619 -3.230
C -4.221 0.930 -2.171
C -2.895 -2.343 -1.913
C -2.019 -3.179 -2.596
C -2.498 -4.292 -3.272
C -3.855 -4.580 -3.264
C -4.736 -3.744 -2.591
C -4.258 -2.625 -1.926
H -3.732 1.257 0.612
H -5.059 0.942 2.643
H -5.263 -1.292 3.686
H -4.070 -3.223 2.685
H -2.736 -2.908 0.621
H -1.506 -0.309 -3.749
H -2.485 0.985 -5.618
H -4.599 2.229 -5.278
H -5.739 2.130 -3.088
H -4.718 0.925 -1.213
H -0.964 -2.940 -2.547
H -1.806 -4.942 -3.795
H -4.229 -5.450 -3.792
H -5.797 -3.969 -2.583
H -4.944 -1.969 -1.401
O -2.412 3.219 0.049
C -1.576 2.503 -0.520
O -1.108 1.403 -0.034
C -1.087 2.898 -1.892
C -1.635 3.951 -2.518
C -1.202 4.353 -3.822
C -0.317 3.540 -4.519
C 0.215 2.409 -3.949
C -0.004 2.048 -2.501
N 0.908 1.513 -4.775
O 1.146 1.814 -5.954
O 1.265 0.429 -4.302
N -1.707 5.510 -4.418
O -1.295 5.850 -5.540
O -2.545 6.187 -3.810
H -2.422 4.509 -2.032
H -0.087 3.767 -5.549
H -0.275 0.992 -2.407
C 3.069 -8.123 3.208
C 2.428 -6.910 2.585
C 1.096 -6.933 2.186
C 0.503 -5.807 1.635
C 1.240 -4.649 1.455
C 2.571 -4.612 1.840
C 3.152 -5.733 2.410
S 0.483 -3.252 0.600
O 1.461 -2.866 -0.401
O -0.768 -3.790 0.128
O 0.325 -2.200 1.643
H 2.459 -9.011 3.046
H 3.182 -7.987 4.286
H 4.060 -8.299 2.788
H 0.524 -7.848 2.295
H -0.529 -5.810 1.309
H 3.154 -3.715 1.671
H 4.193 -5.694 2.712

# 2
Computed, not measured: a cluster of 7 separate species, C53H50ClF6O3PS in total in a non-equilibrium geometry, with ωB97M-V/def2-TZVPD.

Energy relative to the best compared isomer or geometry (same formula, charge and spin), kcal/mol: 0.0
Electronic energy, Eh: -4074.21537
SMILES: COCCCc1cc(C[C@@H](C)Cl)cc2c1C(=O)C=C([PH2]=S)C2=O.Fc1ccccc1.Fc1ccccc1.Fc1ccccc1.Fc1ccccc1.Fc1ccccc1.Fc1ccccc1
Lowest unoccupied orbital energy, eV: -1.602

CARTESIAN COORDINATES (ANGSTROEM)
C -2.200 -0.669 3.169
O -2.744 0.618 2.951
C -1.903 1.609 3.521
C -2.249 3.016 3.049
C -1.969 3.338 1.539
C -0.963 2.381 0.897
C -1.452 1.519 -0.071
C -0.654 0.585 -0.724
C -1.217 -0.310 -1.816
C -2.039 -1.532 -1.334
C -1.147 -2.778 -0.994
Cl -3.203 -1.179 -0.018
C 0.681 0.551 -0.347
C 1.193 1.392 0.606
C 0.390 2.357 1.251
C 0.974 3.296 2.264
O 0.455 4.333 2.636
C 2.328 2.942 2.828
C 3.098 2.047 2.227
P 4.727 1.697 3.022
S 4.601 1.835 4.974
C 2.653 1.335 0.975
O 3.491 0.768 0.297
H -3.014 -1.405 3.110
H -1.734 -0.783 4.161
H -1.470 -0.910 2.377
H -2.103 1.583 4.613
H -0.842 1.330 3.405
H -1.767 3.738 3.718
H -3.335 3.131 3.190
H -1.552 4.350 1.490
H -2.907 3.347 0.972
H -2.505 1.553 -0.353
H -1.825 0.292 -2.501
H -0.348 -0.711 -2.360
H -2.644 -1.845 -2.193
H -1.574 -3.641 -1.509
H -0.121 -2.559 -1.304
H -1.259 -2.959 0.081
H 1.327 -0.165 -0.860
H 2.652 3.470 3.727
H 5.596 2.719 2.575
H 5.187 0.404 2.714
F -3.620 -3.999 -2.442
C -3.454 -4.840 -3.487
C -4.470 -5.714 -3.809
C -4.308 -6.575 -4.884
C -3.126 -6.557 -5.614
C -2.111 -5.674 -5.273
C -2.275 -4.804 -4.205
H -5.378 -5.717 -3.223
H -5.102 -7.259 -5.151
H -2.999 -7.233 -6.450
H -1.189 -5.663 -5.840
H -1.498 -4.102 -3.929
F 0.748 6.666 -4.477
C 0.684 6.309 -3.181
C 0.494 4.980 -2.856
C 0.433 4.612 -1.519
C 0.553 5.578 -0.527
C 0.740 6.911 -0.872
C 0.811 7.280 -2.207
H 0.395 4.245 -3.645
H 0.292 3.573 -1.252
H 0.501 5.293 0.514
H 0.829 7.663 -0.099
H 0.964 8.312 -2.496
F -8.666 -5.216 -4.345
C -8.268 -3.932 -4.256
C -7.366 -3.574 -3.275
C -6.951 -2.253 -3.184
C -7.452 -1.307 -4.068
C -8.363 -1.682 -5.047
C -8.772 -3.005 -5.147
H -6.993 -4.323 -2.590
H -6.237 -1.963 -2.423
H -7.131 -0.276 -3.994
H -8.757 -0.944 -5.733
H -9.475 -3.318 -5.908
F 2.964 9.302 5.855
C 3.065 8.458 4.811
C 2.020 7.597 4.536
C 2.123 6.730 3.457
C 3.273 6.731 2.675
C 4.316 7.600 2.969
C 4.211 8.474 4.041
H 1.137 7.608 5.163
H 1.311 6.052 3.221
H 3.354 6.051 1.835
H 5.212 7.597 2.362
H 5.009 9.165 4.281
F 3.084 -0.645 3.819
C 3.245 -1.981 3.738
C 4.242 -2.584 4.479
C 4.403 -3.960 4.394
C 3.576 -4.709 3.566
C 2.582 -4.084 2.825
C 2.410 -2.711 2.914
H 4.880 -1.980 5.111
H 5.176 -4.448 4.974
H 3.708 -5.782 3.499
H 1.941 -4.666 2.179
H 1.635 -2.205 2.351
F 2.797 -5.345 0.146
C 3.859 -5.307 -0.683
C 3.998 -6.285 -1.648
C 5.090 -6.238 -2.503
C 6.030 -5.224 -2.376
C 5.876 -4.251 -1.396
C 4.780 -4.288 -0.546
H 3.259 -7.072 -1.725
H 5.208 -6.994 -3.268
H 6.883 -5.192 -3.041
H 6.610 -3.462 -1.295
H 4.637 -3.534 0.218

| no. | highest occupied orbital energy (eV) | Kohn-Sham gap (eV) |
| --- | --- | --- |
| 1 | -2.276 | 5.99 |
| 2 | -8.547 | 6.95 |